# 1
DFT (wB97M-V/def2-TZVPD) results for a 6-piece molecular cluster, C32H66BrF3N3O12P2 overall.

Results
Charge ... +1
E ... -160064.357 eV
HOMO ... -10.36 eV
LUMO level ... -1.772 eV
Frontier orbital gap ... 8.5850 eV

Bonds (Å) are listed after each position.
Positions of all 119 atoms, in Å:
1 C -1.83913 -1.16537 2.17462  C2 1.534, H24 1.094, H25 1.097, H26 1.094
2 C -0.32410 -1.00873 2.35722  C1 1.534, P3 1.834, H27 1.097, H28 1.089
3 P 0.83855 -1.94734 1.29429  C2 1.834, C4 1.833, C5 1.918
4 C 0.03858 -3.59577 1.23468  P3 1.833, H29 1.093, H30 1.095, H31 1.087
5 C 0.68378 -1.27796 -0.49667  P3 1.918, P6 1.886, N9 1.483, C19 1.566
6 P 2.32165 -0.36466 -0.69689  C5 1.886, O7 1.626, Br8 2.255
7 O 1.78582 0.56952 -1.91466  P6 1.626, H32 0.981
8 Br 2.10411 1.10368 1.00048  P6 2.255
9 N -0.44876 -0.35315 -0.74422  C5 1.483, C10 1.449, H33 1.013
10 C -1.38180 -0.77813 -1.76800  N9 1.449, C11 1.527, C17 1.514, H34 1.104
11 C -2.58770 0.15767 -1.79398  C10 1.527, O12 1.436, H35 1.093, H36 1.094
12 O -3.34522 -0.18343 -2.96494  C11 1.436, C13 1.349
13 C -4.68780 -0.18051 -2.83605  O12 1.349, F14 1.345, F15 1.353, F16 1.313
14 F -5.13877 0.87265 -2.13212  C13 1.345
15 F -5.12036 -1.28296 -2.18274  C13 1.353
16 F -5.23079 -0.16635 -4.03106  C13 1.313
17 C -1.80631 -2.19063 -1.42662  C10 1.514, N18 1.511, H37 1.093, H38 1.087
18 N -0.63573 -3.10287 -1.70816  C17 1.511, C19 1.525, H39 1.028, H40 1.017
19 C 0.73876 -2.47281 -1.50758  C5 1.566, N18 1.525, C20 1.537, H41 1.093
20 C 1.39395 -2.20025 -2.87120  C19 1.537, C21 1.544, H42 1.096, H43 1.093
21 C 1.22463 -3.34320 -3.89599  C20 1.544, C22 1.547, H44 1.092, H45 1.098
22 C 0.14319 -3.04536 -4.96065  C21 1.547, N23 1.462, H46 1.101, H47 1.095
23 N -0.49963 -4.20723 -5.57254  C22 1.462, H48 1.012, H49 1.013
24 H -2.14369 -2.20394 2.01399  C1 1.094
25 H -2.35019 -0.81752 3.08050  C1 1.097
26 H -2.19826 -0.53737 1.35396  C1 1.094
27 H -0.05019 -1.36707 3.35749  C2 1.097
28 H -0.04693 0.04368 2.30739  C2 1.089
29 H 0.62674 -4.25711 0.59282  C4 1.093
30 H 0.10160 -4.04416 2.23208  C4 1.095
31 H -0.99838 -3.60405 0.90804  C4 1.087
32 H 2.46755 1.23914 -2.13774  O7 0.981
33 H -0.12911 0.59743 -0.88685  N9 1.013
34 H -0.95487 -0.77898 -2.78595  C10 1.104
35 H -3.18277 0.03348 -0.88548  C11 1.093
36 H -2.25631 1.19568 -1.88696  C11 1.094
37 H -2.64586 -2.52620 -2.04101  C17 1.093
38 H -2.04084 -2.27544 -0.36834  C17 1.087
39 H -0.73666 -3.92647 -1.10170  N18 1.028
40 H -0.73582 -3.44616 -2.66049  N18 1.017
41 H 1.35354 -3.22735 -1.01075  C19 1.093
42 H 2.46300 -2.05946 -2.67668  C20 1.096
43 H 1.03130 -1.25638 -3.28683  C20 1.093
44 H 2.18445 -3.50001 -4.39227  C21 1.092
45 H 0.96008 -4.28572 -3.39877  C21 1.098
46 H -0.64556 -2.42110 -4.51227  C22 1.101
47 H 0.59126 -2.46230 -5.77177  C22 1.095
48 H 0.06833 -4.60775 -6.30771  N23 1.012
49 H -0.68895 -4.93975 -4.89919  N23 1.013
50 O 2.24699 -3.69225 6.01215  C51 1.202
51 C 2.34911 -2.51120 5.81177  O50 1.202, O52 1.345, C55 1.510
52 O 2.66304 -2.09739 4.57123  C51 1.345, C53 1.436
53 C 2.57625 -0.72239 4.16558  O52 1.436, C54 1.515, H56 1.092, H57 1.087
54 C 3.82647 0.06373 4.50333  C53 1.515, H58 1.090, H59 1.091, H60 1.090
55 C 2.19655 -1.49391 6.91699  C51 1.510, H61 1.090, H62 1.087, H63 1.086
56 H 1.67016 -0.26499 4.56799  C53 1.092
57 H 2.45688 -0.77550 3.08677  C53 1.087
58 H 3.98913 0.12632 5.57962  C54 1.090
59 H 3.74667 1.07847 4.11130  C54 1.091
60 H 4.70374 -0.41042 4.06208  C54 1.090
61 H 3.16033 -1.38516 7.41467  C55 1.090
62 H 1.47957 -1.88424 7.63431  C55 1.087
63 H 1.85480 -0.52122 6.57646  C55 1.086
64 O 2.52195 3.06170 -2.59884  C65 1.210
65 C 1.81376 4.02687 -2.42137  O64 1.210, O66 1.333, C69 1.504
66 O 1.60358 4.42580 -1.16713  C65 1.333, C67 1.439
67 C 0.97255 5.68100 -0.85578  O66 1.439, C68 1.514, H70 1.089, H71 1.088
68 C -0.53663 5.56802 -0.83649  C67 1.514, H72 1.090, H73 1.090, H74 1.091
69 C 1.13541 4.73148 -3.56390  C65 1.504, H75 1.090, H76 1.087, H77 1.085
70 H 1.33004 6.45688 -1.53171  C67 1.089
71 H 1.34586 5.92557 0.13655  C67 1.088
72 H -0.93481 5.30722 -1.81746  C68 1.090
73 H -0.97719 6.51726 -0.53276  C68 1.090
74 H -0.84922 4.79785 -0.13005  C68 1.091
75 H 0.20979 4.21081 -3.81067  C69 1.090
76 H 1.79568 4.67787 -4.42576  C69 1.087
77 H 0.92679 5.77856 -3.37190  C69 1.085
78 O -0.42882 -0.02233 5.43450  C79 1.205
79 C -1.27982 0.77885 5.72834  O78 1.205, O80 1.342, C83 1.508
80 O -1.39192 1.88246 4.97298  C79 1.342, C81 1.436
81 C -2.45239 2.83618 5.13995  O80 1.436, C82 1.513, H84 1.090, H85 1.088
82 C -2.13327 3.86296 6.20426  C81 1.513, H86 1.090, H87 1.090, H88 1.090
83 C -2.15488 0.60012 6.94345  C79 1.508, H89 1.090, H90 1.087, H91 1.086
84 H -3.39681 2.32508 5.32892  C81 1.090
85 H -2.53732 3.31417 4.16575  C81 1.088
86 H -2.02869 3.40557 7.18803  C82 1.090
87 H -2.92790 4.60691 6.25690  C82 1.090
88 H -1.19754 4.36920 5.96900  C82 1.090
89 H -1.62499 1.00333 7.80623  C83 1.090
90 H -2.30265 -0.46520 7.09871  C83 1.087
91 H -3.12638 1.08103 6.87291  C83 1.086
92 O -2.00540 -5.31506 -0.28466  C93 1.213
93 C -2.77332 -6.15209 0.14212  O92 1.213, O94 1.328, C97 1.504
94 O -3.96759 -5.73785 0.54904  C93 1.328, C95 1.442
95 C -5.01799 -6.63983 0.95197  O94 1.442, C96 1.512, H98 1.090, H99 1.087
96 C -4.90237 -7.03022 2.40818  C95 1.512, H100 1.090, H101 1.089, H102 1.090
97 C -2.37053 -7.59436 0.28644  C93 1.504, H103 1.090, H104 1.087, H105 1.086
98 H -5.04575 -7.50446 0.28958  C95 1.090
99 H -5.93114 -6.07517 0.77887  C95 1.087
100 H -3.98514 -7.58406 2.60876  C96 1.090
101 H -5.74717 -7.65644 2.69236  C96 1.089
102 H -4.90180 -6.14108 3.03796  C96 1.090
103 H -1.86685 -7.71153 1.24603  C97 1.090
104 H -1.66430 -7.83391 -0.50402  C97 1.087
105 H -3.19909 -8.29407 0.23687  C97 1.086
106 O 3.08635 7.09227 -3.20693  C107 1.204
107 C 3.89811 7.02460 -4.09389  O106 1.204, O108 1.341, C111 1.510
108 O 3.72362 7.80147 -5.17317  C107 1.341, C109 1.435
109 C 4.70530 7.92346 -6.21220  O108 1.435, C110 1.513, H112 1.090, H113 1.088
110 C 4.57404 6.83210 -7.25248  C109 1.513, H114 1.090, H115 1.090, H116 1.090
111 C 5.04685 6.04605 -4.04486  C107 1.510, H117 1.090, H118 1.087, H119 1.086
112 H 5.70754 7.96877 -5.78576  C109 1.090
113 H 4.50464 8.89600 -6.65692  C109 1.088
114 H 4.75743 5.84498 -6.82726  C110 1.090
115 H 5.28948 6.99449 -8.05836  C110 1.090
116 H 3.56916 6.83518 -7.67427  C110 1.090
117 H 4.69736 5.08718 -4.42883  C111 1.090
118 H 5.33163 5.91437 -3.00448  C111 1.087
119 H 5.92273 6.35222 -4.60970  C111 1.086

# 2
DFT (wB97M-V/def2-TZVPD) results for a 6-piece molecular cluster, C32H67BIN3O9PS overall in a non-equilibrium geometry.

Results
Charge ... +1
E ... -86054.402 eV
HOMO ... -10.28 eV
LUMO level ... -5.070 eV
Frontier orbital gap ... 5.2072 eV

Bonds (Å) are listed after each position.
Positions of all 115 atoms, in Å:
1 C 5.03288 -5.38077 1.70021  O2 1.481, H24 1.191, H25 1.184, H26 1.171
2 O 6.16530 -4.45220 1.91998  C1 1.481, B3 1.501
3 B 5.61746 -3.05596 1.98012  O2 1.501, O4 1.503, C5 1.675
4 O 4.89377 -2.72476 3.25563  B3 1.503, H27 1.016
5 C 5.80091 -1.95535 0.73101  B3 1.675, C6 1.639, C9 1.639, N22 1.538
6 C 5.04034 -0.56811 1.15870  C5 1.639, C7 1.639, H28 1.186, H29 1.191
7 C 4.66779 0.43593 -0.08141  C6 1.639, N8 1.526, H30 1.182, H31 1.177
8 N 5.87200 1.09775 -0.74415  C7 1.526, H32 1.045, H33 1.044
9 C 5.37234 -2.75145 -0.63663  C5 1.639, O10 1.471, C18 1.654, H34 1.188
10 O 3.93690 -2.98011 -0.86013  C9 1.471, C11 1.470
11 C 3.67672 -3.82355 -2.03605  O10 1.470, C12 1.648, H35 1.178, H36 1.183
12 C 2.07233 -4.02780 -2.35192  C11 1.648, N13 1.512, H37 1.192, H38 1.185
13 N 1.14530 -3.24281 -1.45130  C12 1.512, C14 1.542, H39 1.065
14 C 1.12719 -1.74727 -1.82790  N13 1.542, C15 1.670, H40 1.170, H41 1.194
15 C 0.93752 -0.95367 -0.37105  C14 1.670, C16 1.639, O17 1.489, H42 1.173
16 C 0.47410 -1.94422 0.85035  C15 1.639, H43 1.191, H44 1.172, H45 1.185
17 O -0.17739 0.00627 -0.60154  C15 1.489, H46 1.005
18 C 6.27352 -2.00977 -1.80865  C9 1.654, P19 1.945, C21 1.673, H47 1.177
19 P 7.04664 -3.12814 -3.19900  C18 1.945, S20 1.971, H48 1.443, H49 1.469
20 S 7.82217 -4.77777 -2.44872  P19 1.971
21 C 7.62294 -1.78901 -0.84540  C18 1.673, N22 1.380, H50 1.170
22 N 7.31333 -1.79534 0.49902  C5 1.538, C21 1.380, I23 2.099
23 I 8.71555 -1.61259 2.05073  N22 2.099
24 H 5.07935 -6.16182 2.59786  C1 1.191
25 H 5.12124 -5.98969 0.68882  C1 1.184
26 H 3.97655 -4.87943 1.75547  C1 1.171
27 H 3.91977 -2.55808 3.01772  O4 1.016
28 H 4.03006 -0.77763 1.74424  C6 1.186
29 H 5.73543 0.04022 1.91025  C6 1.191
30 H 3.99998 1.31012 0.35143  C7 1.182
31 H 4.00943 -0.11980 -0.88335  C7 1.177
32 H 5.52288 2.02242 -1.08313  N8 1.045
33 H 6.61404 1.31841 -0.04298  N8 1.044
34 H 5.78945 -3.86248 -0.59447  C9 1.188
35 H 4.15548 -3.38213 -3.01723  C11 1.178
36 H 4.14184 -4.90253 -1.89610  C11 1.183
37 H 1.83380 -5.19234 -2.25796  C12 1.192
38 H 1.79428 -3.74804 -3.46932  C12 1.185
39 H 0.16872 -3.56120 -1.73343  N13 1.065
40 H 0.27560 -1.51133 -2.59516  C14 1.170
41 H 2.19231 -1.41796 -2.25495  C14 1.194
42 H 1.89658 -0.36312 -0.04411  C15 1.173
43 H 0.28428 -1.31068 1.84094  C16 1.191
44 H 1.25131 -2.77105 1.14447  C16 1.172
45 H -0.53244 -2.51178 0.58881  C16 1.185
46 H 0.24700 0.91661 -0.62120  O17 1.005
47 H 5.78765 -1.04811 -2.28267  C18 1.177
48 H 6.09489 -3.38884 -4.25223  P19 1.443
49 H 8.17527 -2.34300 -3.71714  P19 1.469
50 H 8.63900 -1.66686 -1.41251  C21 1.170
51 C 5.05968 5.71318 1.38698  C52 1.507, C55 1.513, H56 1.093, H57 1.097
52 C 4.42021 4.74392 2.34737  C51 1.507, C53 1.513, H58 1.096, H59 1.093
53 C 3.23753 4.24050 1.54895  C52 1.513, O54 1.434, H60 1.095, H61 1.094
54 O 3.61937 4.28420 0.16714  C53 1.434, C55 1.434
55 C 4.83871 5.03104 0.05464  C51 1.513, O54 1.434, H62 1.095, H63 1.093
56 H 6.11452 5.90803 1.59634  C51 1.093
57 H 4.52244 6.66875 1.41132  C51 1.097
58 H 5.11022 3.91742 2.55442  C52 1.096
59 H 4.13103 5.19479 3.30006  C52 1.093
60 H 2.36623 4.89177 1.67563  C53 1.095
61 H 2.95262 3.21983 1.82008  C53 1.094
62 H 5.64472 4.32299 -0.16681  C55 1.095
63 H 4.76106 5.74142 -0.77302  C55 1.093
64 C -1.38858 1.63546 4.12415  C65 1.507, C68 1.513, H69 1.093, H70 1.097
65 C -0.43719 0.89938 3.21653  C64 1.507, C66 1.513, H71 1.096, H72 1.093
66 C 0.46902 2.01253 2.73766  C65 1.513, O67 1.434, H73 1.095, H74 1.094
67 O 0.52967 2.98257 3.79239  C66 1.434, C68 1.434
68 C -0.48510 2.67109 4.75698  C64 1.513, O67 1.434, H75 1.095, H76 1.093
69 H -1.88080 0.99321 4.85880  C64 1.093
70 H -2.16344 2.13043 3.52671  C64 1.097
71 H 0.14074 0.17098 3.79750  C65 1.096
72 H -0.93115 0.36947 2.39817  C65 1.093
73 H 0.05684 2.50736 1.85187  C66 1.095
74 H 1.47764 1.66030 2.50297  C66 1.094
75 H 0.01219 2.27219 5.64783  C68 1.095
76 H -1.02150 3.58240 5.03534  C68 1.093
77 C -3.78848 0.18362 -1.77439  C78 1.507, C81 1.513, H82 1.093, H83 1.097
78 C -4.95519 1.03636 -2.20141  C77 1.507, C79 1.513, H84 1.096, H85 1.093
79 C -5.65771 1.29367 -0.88615  C78 1.513, O80 1.434, H86 1.095, H87 1.094
80 O -4.64769 1.29324 0.13217  C79 1.434, C81 1.434
81 C -3.43127 0.78474 -0.43263  C77 1.513, O80 1.434, H88 1.095, H89 1.093
82 H -2.95499 0.19331 -2.48128  C77 1.093
83 H -4.11586 -0.85467 -1.64358  C77 1.097
84 H -4.58996 1.98116 -2.62096  C78 1.096
85 H -5.60035 0.55936 -2.94354  C78 1.093
86 H -6.36855 0.49411 -0.65210  C79 1.095
87 H -6.19086 2.24871 -0.87548  C79 1.094
88 H -2.73888 1.62593 -0.54669  C81 1.095
89 H -2.98494 0.05529 0.24884  C81 1.093
90 C -7.52469 -3.75446 -2.69871  C91 1.507, C94 1.513, H95 1.093, H96 1.097
91 C -6.57330 -4.49055 -3.60633  C90 1.507, C92 1.513, H97 1.096, H98 1.093
92 C -5.66709 -3.37739 -4.08521  C91 1.513, O93 1.434, H99 1.095, H100 1.094
93 O -5.60644 -2.40735 -3.03047  C92 1.434, C94 1.434
94 C -6.62122 -2.71884 -2.06588  C90 1.513, O93 1.434, H101 1.095, H102 1.093
95 H -8.01691 -4.39672 -1.96406  C90 1.093
96 H -8.29955 -3.25950 -3.29616  C90 1.097
97 H -5.99537 -5.21894 -3.02537  C91 1.096
98 H -7.06726 -5.02045 -4.42469  C91 1.093
99 H -6.07927 -2.88257 -4.97100  C92 1.095
100 H -4.65847 -3.72963 -4.31990  C92 1.094
101 H -6.12392 -3.11774 -1.17503  C94 1.095
102 H -7.15761 -1.80752 -1.78753  C94 1.093
103 C -7.81633 4.24960 0.73970  C104 1.507, C107 1.513, H108 1.093, H109 1.097
104 C -8.61441 5.52508 0.82296  C103 1.507, C105 1.513, H110 1.096, H111 1.093
105 C -10.03309 5.00603 0.91003  C104 1.513, O106 1.434, H112 1.095, H113 1.094
106 O -9.97156 3.73609 1.57381  C105 1.434, C107 1.434
107 C -8.59896 3.32655 1.64784  C103 1.513, O106 1.434, H114 1.095, H115 1.093
108 H -6.77290 4.36332 1.04434  C103 1.093
109 H -7.83443 3.86686 -0.28769  C103 1.097
110 H -8.35680 6.06430 1.74218  C104 1.096
111 H -8.45757 6.19819 -0.02371  C104 1.093
112 H -10.45827 4.84230 -0.08585  C105 1.095
113 H -10.69266 5.67974 1.46459  C105 1.094
114 H -8.27603 3.42783 2.68971  C107 1.095
115 H -8.51116 2.27647 1.35576  C107 1.093